# 1
Molecular formula: C39H41MnN4O2Sb2Se2
Method: DFT, the ωB97M-V functional and the def2-TZVPD basis

```
91
Properties=species:S:1:pos:R:3:forces:R:3:lowdin_charge:R:1
Mn 0.9356 -0.4824 -0.2428 0.8 -0.7 -1.3 0.839
C -0.9996 -1.4384 -2.7612 0.1 0.1 0.0 -0.053
O -0.8931 -0.9909 -1.4062 -0.3 -0.3 0.3 -0.225
C -1.9250 -1.3738 -0.5430 0.1 0.1 0.0 -0.217
C -3.1312 -1.8597 -1.0095 -0.1 0.0 -0.1 -0.018
C -4.1237 -2.2179 -0.1048 0.0 0.0 0.0 -0.064
C -3.9078 -2.0796 1.2557 -0.1 0.0 0.1 -0.069
C -2.6983 -1.5878 1.7217 0.1 0.0 0.0 -0.003
C -1.6866 -1.2415 0.8350 0.1 -0.2 -0.1 -0.189
N -0.3994 -0.7759 1.2224 -1.1 -0.1 -0.5 -0.109
N -0.1574 -0.8141 2.4536 0.1 0.3 1.3 0.072
C 0.9698 -0.3020 2.9942 0.6 -0.1 0.1 -0.151
C 2.0133 0.3947 2.2742 -0.8 -0.5 0.8 -0.352
O 1.9251 0.6102 1.0290 0.8 0.5 -0.3 -0.165
C 3.1542 0.8667 2.9924 0.1 0.1 0.0 -0.002
C 3.2575 0.6893 4.3251 0.0 0.0 0.2 0.006
C 2.2603 -0.0050 5.0871 0.0 0.0 0.1 -0.169
C 2.4190 -0.2064 6.4712 0.2 0.1 0.0 -0.031
C 1.4782 -0.8910 7.1935 -0.1 -0.1 0.1 -0.076
C 0.3478 -1.4057 6.5431 0.0 0.0 0.0 -0.067
C 0.1792 -1.2321 5.1897 0.0 0.0 0.0 -0.029
C 1.1259 -0.5176 4.4335 -0.1 0.0 -0.2 -0.102
H -1.8433 -0.9624 -3.2579 0.0 0.1 0.0 0.093
H -1.1124 -2.5220 -2.7962 0.0 0.0 0.0 0.108
H -0.0765 -1.1504 -3.2542 0.1 0.0 0.0 0.075
H -3.3128 -1.9788 -2.0694 0.0 0.0 0.1 0.110
H -5.0656 -2.5997 -0.4779 0.0 0.0 0.0 0.112
H -4.6845 -2.3622 1.9578 0.1 0.1 0.0 0.112
H -2.5083 -1.4732 2.7803 0.0 0.0 0.0 0.107
H 3.9336 1.3655 2.4270 -0.1 0.0 0.0 0.122
H 4.1295 1.0755 4.8463 -0.1 -0.1 0.0 0.125
H 3.3082 0.1824 6.9581 -0.1 0.0 0.0 0.117
H 1.6122 -1.0481 8.2563 0.0 0.0 0.0 0.107
H -0.3973 -1.9491 7.1123 0.0 0.0 0.0 0.108
H -0.6773 -1.6532 4.6815 0.0 0.0 0.1 0.096
C 0.1420 3.5213 3.1850 0.0 0.1 -0.2 -0.322
Sb -0.8158 2.6545 1.4560 0.0 0.2 0.2 1.308
C -2.7080 3.6077 1.8426 0.0 0.1 -0.1 -0.322
C -0.0409 4.1281 0.0159 -0.5 0.0 0.2 -0.362
C -0.8239 5.4126 -0.0766 0.4 0.0 -0.1 -0.294
C -0.3423 6.4952 0.6767 0.0 -0.1 0.0 -0.060
C -0.8922 7.7610 0.5980 0.0 0.0 0.0 -0.081
C -1.9547 7.9816 -0.2671 0.0 0.0 0.0 -0.083
C -2.4721 6.9153 -0.9775 0.0 -0.1 0.0 -0.056
C -1.9521 5.6160 -0.8844 0.0 0.0 -0.1 -0.258
C -2.7330 4.5766 -1.6806 0.1 0.0 0.1 -0.323
Sb -2.3023 2.4658 -1.8755 -0.2 0.0 -0.2 1.295
C -1.6431 2.6604 -3.9311 0.1 0.0 0.0 -0.326
C -4.3337 2.0242 -2.4098 0.0 0.0 0.0 -0.337
H -0.1126 4.5794 3.2623 0.0 0.0 0.0 0.002
H 1.2247 3.4045 3.1104 0.0 0.0 0.0 -0.005
H -0.2086 2.9967 4.0750 0.0 0.0 0.0 0.002
H -2.6311 4.6806 1.6419 0.0 -0.1 0.1 0.009
H -2.9689 3.4513 2.8921 0.0 0.0 -0.1 0.007
H -3.4927 3.1767 1.2147 0.1 0.1 0.1 -0.013
H 0.0203 3.6141 -0.9442 0.1 0.1 0.0 -0.026
H 0.9740 4.3359 0.3597 0.0 0.0 -0.1 0.058
H 0.5064 6.3243 1.3334 0.0 0.0 -0.1 0.108
H -0.4891 8.5728 1.1925 0.0 -0.1 0.0 0.106
H -2.3781 8.9715 -0.3828 0.0 0.0 0.0 0.105
H -3.3198 7.0829 -1.6346 0.0 0.0 0.0 0.115
H -2.8124 4.9140 -2.7173 -0.1 0.0 0.0 0.061
H -3.7543 4.5676 -1.2864 0.0 0.0 0.0 0.060
H -2.5128 2.8374 -4.5669 0.1 0.0 0.0 0.009
H -1.1214 1.7658 -4.2796 -0.1 0.1 0.0 -0.012
H -0.9647 3.5138 -4.0167 -0.1 -0.1 0.0 0.003
H -4.7039 2.7903 -3.0943 0.0 -0.1 0.0 0.011
H -4.9595 1.9975 -1.5161 0.0 0.0 -0.1 0.003
H -4.3803 1.0479 -2.8975 0.0 0.1 0.0 -0.005
Se 4.1230 -1.3639 -1.3950 0.1 0.1 0.0 0.729
Se 2.7381 -2.6967 -2.6740 -0.1 -0.1 0.0 0.710
C 1.7093 -3.5327 -1.2645 0.3 0.1 0.0 -0.654
C 1.4373 -4.8862 -1.4021 0.0 0.0 -0.1 -0.097
C 0.8524 -5.5549 -0.3398 0.0 0.0 -0.1 -0.034
C 0.5979 -4.8522 0.8244 0.0 -0.1 0.2 -0.029
C 0.8845 -3.5028 0.8616 0.1 0.0 0.0 -0.101
N 1.4022 -2.8300 -0.1792 -0.2 0.1 0.1 -0.010
C 3.3813 0.3291 -1.9321 -0.1 -0.2 -0.1 -0.660
C 4.2097 1.3044 -2.4557 0.1 0.1 0.0 -0.075
C 3.6439 2.4982 -2.8857 0.1 -0.1 0.1 -0.022
C 2.2710 2.6502 -2.8171 -0.1 0.1 -0.1 -0.027
C 1.5192 1.6143 -2.3003 0.0 -0.2 0.0 -0.115
N 2.0604 0.4756 -1.8363 -0.2 0.6 -0.4 -0.056
H 1.7269 -5.3999 -2.3092 0.0 0.0 0.0 0.106
H 0.6507 -6.6168 -0.4035 0.0 0.0 0.0 0.122
H 0.1985 -5.3426 1.7026 0.0 0.1 0.0 0.119
H 0.7167 -2.9372 1.7652 -0.1 0.1 0.0 0.103
H 5.2725 1.1157 -2.5343 0.0 0.1 0.0 0.111
H 4.2681 3.2862 -3.2885 0.0 0.0 0.0 0.124
H 1.7840 3.5553 -3.1584 0.0 -0.1 0.0 0.119
H 0.4360 1.6747 -2.2530 0.1 0.0 0.1 0.045
```
Forces are in eV/Å.

highest occupied orbital energy (spin up / spin down): -9.672 / -9.698 eV
ΔE to the lowest compared entry with this formula, charge and spin: 0.403 eV
⟨S²⟩: 8.757
Kohn-Sham gap (spin up / spin down): 6.531 / 6.480 eV
net charge: +1
E_tot: -8314.39818 a.u.
spin multiplicity: 6


# 2
Molecular formula: C39H41NO2P2W
Method: DFT, the ωB97M-V functional and the def2-TZVPD basis

```
86
Properties=species:S:1:pos:R:3:forces:R:3:lowdin_charge:R:1
W 0.1167 -1.0491 1.3899 -1.0 -2.3 3.3 1.584
C 1.8849 -1.2014 3.3007 0.8 2.2 -1.0 -0.028
C 1.9501 -0.3564 2.0968 1.8 -0.4 1.5 -0.329
C 3.0932 -0.6363 1.1094 0.9 0.1 -0.1 -0.158
C 2.6886 -1.5978 -0.0167 0.6 -0.2 -0.9 -0.189
C 1.3064 -2.2016 0.1897 1.6 -1.6 0.8 -0.362
C 1.1626 -3.1555 1.3220 -1.4 1.3 -2.9 -0.172
C 2.2946 -3.5055 2.2196 0.2 -0.3 1.0 -0.151
C 2.5147 -2.5344 3.4179 -0.2 -1.3 0.4 -0.142
C -1.6955 -0.2401 0.7016 -0.7 -1.2 -0.4 -0.353
H 1.6827 -0.6485 4.2346 -0.5 -0.5 -0.6 0.138
H 1.8457 0.7093 2.3072 -0.2 0.0 0.4 0.102
H 3.9658 -1.0598 1.6597 -0.6 0.4 -0.3 0.131
H 3.4541 0.3348 0.6965 -0.3 -0.7 0.3 0.123
H 2.7423 -1.0698 -0.9821 -0.1 -0.3 0.3 0.089
H 3.4080 -2.4417 -0.0912 -0.3 0.5 0.0 0.128
H 0.8265 -2.5506 -0.7055 -0.2 -0.1 -0.1 0.057
H 0.4587 -3.9782 1.1362 0.2 0.7 0.1 0.102
H 3.2326 -3.6206 1.6558 -0.3 0.2 -0.1 0.123
H 2.0838 -4.5191 2.6156 0.1 0.6 0.0 0.136
H 2.1713 -3.0542 4.3391 0.1 0.6 -0.4 0.134
H 3.6113 -2.4306 3.5646 -0.4 0.4 0.0 0.151
H -2.2392 -1.1408 1.0394 -0.6 0.0 -0.1 0.021
H -1.9604 0.0015 -0.3679 0.0 -0.3 1.8 -0.051
H -1.9442 0.5939 1.3648 -0.2 0.0 0.0 0.019
P -0.1580 2.0311 -0.1492 0.0 2.7 -0.2 1.072
P -0.6451 -0.3079 -2.1049 -0.5 -0.1 -3.7 1.130
C 1.2321 1.3864 -1.0824 0.4 -1.2 -1.5 -0.320
C 0.9858 0.4297 -2.0532 0.8 1.9 1.6 -0.276
C -0.6009 3.4945 -1.2612 -0.2 -0.1 -0.4 -0.383
C 0.3032 3.9821 -2.2197 -0.1 -0.1 0.1 -0.117
C 0.0058 5.1182 -2.9791 -0.1 -0.2 0.1 -0.061
C -1.2131 5.7722 -2.8102 -0.1 -0.2 0.4 -0.055
C -2.1200 5.3146 -1.8357 0.3 0.0 -0.3 -0.053
C -1.8205 4.1772 -1.0784 0.2 -0.2 0.0 -0.094
C 0.4425 3.1000 1.2722 -0.3 -0.5 0.0 -0.334
C 0.2018 2.6181 2.5659 0.0 -0.4 -0.5 -0.150
C 0.5171 3.3747 3.6764 0.1 0.4 0.8 -0.061
C 1.0605 4.6582 3.5329 0.1 -0.2 -0.6 -0.037
C 1.2998 5.1508 2.2382 -0.2 -0.2 0.3 -0.045
C 0.9487 4.3984 1.1146 0.1 -0.2 0.2 -0.068
C -1.3515 0.1996 -3.7669 0.1 0.5 0.4 -0.296
C -1.8640 1.5001 -3.9709 -0.1 0.1 0.1 -0.069
C -2.3927 1.8753 -5.2077 0.1 0.0 0.0 -0.049
C -2.4417 0.9746 -6.2803 0.2 -0.1 0.5 -0.033
C -1.9206 -0.3040 -6.0880 0.3 -0.1 0.2 -0.047
C -1.3598 -0.6793 -4.8606 -0.3 -0.4 -0.2 -0.069
C -0.5353 -2.1117 -2.3581 0.0 -0.2 0.3 -0.418
C -1.6062 -2.8929 -1.8772 0.5 0.5 0.0 -0.084
C -1.4890 -4.2757 -1.8423 0.0 -0.3 -0.1 -0.042
C -0.3249 -4.8996 -2.3139 -0.2 0.3 0.0 -0.030
C 0.6944 -4.1324 -2.8865 0.0 0.1 -0.2 -0.043
C 0.5927 -2.7401 -2.9269 -0.2 0.1 0.4 -0.108
H 2.1817 1.9112 -0.9391 0.0 -0.4 -0.4 0.097
H 1.6464 0.2414 -2.9165 -0.1 0.0 0.6 0.109
H 1.2543 3.4766 -2.3891 -0.2 0.2 0.0 0.098
H 0.7411 5.4860 -3.6982 -0.3 -0.1 0.2 0.118
H -1.4570 6.6369 -3.4299 0.1 -0.2 0.3 0.117
H -3.0579 5.8565 -1.6844 0.3 -0.3 0.0 0.118
H -2.5393 3.8089 -0.3450 0.1 0.2 -0.1 0.113
H -0.2686 1.6370 2.7064 0.2 0.4 0.1 0.048
H 0.3286 2.9589 4.6727 0.0 0.2 -0.4 0.121
H 1.2908 5.2795 4.4018 -0.1 -0.3 -0.3 0.120
H 1.7549 6.1326 2.1052 -0.2 -0.2 0.0 0.118
H 1.0355 4.8299 0.1252 0.2 0.0 0.1 0.100
H -1.8469 2.2223 -3.1492 -0.1 -0.2 -0.3 0.086
H -2.7695 2.8860 -5.3600 0.1 -0.2 0.2 0.117
H -2.8595 1.2647 -7.2512 0.1 -0.1 0.5 0.127
H -1.9298 -1.0184 -6.9060 0.1 0.1 0.1 0.119
H -0.9223 -1.6709 -4.7624 -0.3 0.2 -0.1 0.098
H -2.5094 -2.3960 -1.5159 0.2 -0.2 0.0 0.117
H -2.3180 -4.8689 -1.4539 0.3 0.1 -0.1 0.125
H -0.2345 -5.9843 -2.2664 0.0 0.3 0.0 0.124
H 1.5787 -4.6089 -3.3205 -0.4 0.1 0.2 0.126
H 1.3994 -2.1439 -3.3616 -0.2 -0.2 0.2 0.120
O -0.9308 -4.3624 2.7485 -0.2 1.5 0.6 0.069
C -1.0932 -3.3768 3.4493 0.0 -1.0 -0.1 -0.418
C -1.6950 -3.4166 4.8589 0.0 -0.7 -0.4 -0.078
C -1.6784 -1.9996 5.3450 0.0 0.7 0.0 -0.077
C -1.0331 -1.1936 4.2185 -0.1 0.8 0.6 -0.452
O -0.7724 0.0225 4.2661 -0.2 -2.1 -0.9 0.020
N -0.7609 -2.0286 3.1300 0.3 0.9 -0.4 -0.013
H -2.7063 -3.8404 4.8015 0.3 0.0 -0.1 0.139
H -1.1050 -4.0934 5.4922 -0.1 0.1 -0.3 0.138
H -2.6904 -1.6207 5.4993 0.1 0.2 0.1 0.137
H -1.1295 -1.8869 6.2841 0.0 0.3 -0.2 0.137
```
Forces are in eV/Å.

highest occupied orbital energy (spin up / spin down): -13.642 / -13.594 eV
ΔE to the lowest compared entry with this formula, charge and spin: 1.367 eV
⟨S²⟩: 2.025
Kohn-Sham gap (spin up / spin down): 6.183 / 4.808 eV
net charge: +2
E_tot: -2464.96468 a.u.
spin multiplicity: 3